Entry 1:
DFT (the ωB97M-V functional and the def2-TZVPD basis) results for a 9-piece molecular cluster, C53H119N5O13 overall at a distorted geometry.

Structure (XYZ):
```
190
C53H119N5O13, DFT the ωB97M-V functional and the def2-TZVPD basis
C -1.39393 4.50725 4.21042
C 0.15813 4.48777 4.27041
C 0.71037 5.90446 4.07921
C 0.47734 3.98347 5.69197
C 1.98579 3.62970 5.87977
C 2.22698 2.44574 4.93132
C 1.98161 2.91417 3.50186
C 3.12254 3.82214 3.05464
C 2.01053 1.67234 2.58679
N 0.64005 3.48428 3.33711
O 0.27388 3.71492 2.02448
H -1.78913 3.60983 4.68540
H -1.73490 5.34945 4.81779
H -1.79535 4.61048 3.20510
H 1.77624 6.05139 3.91067
H 0.30853 6.43191 3.20612
H 0.40091 6.54178 4.91183
H 0.16970 4.76564 6.39428
H -0.13109 3.14173 6.03272
H 2.68526 4.43354 5.64776
H 2.18171 3.41466 6.93219
H 1.75209 1.56319 5.36216
H 3.30265 2.32993 5.11714
H 3.33248 4.78834 3.50945
H 2.82180 4.19070 2.05800
H 4.04733 3.31772 2.76687
H 2.82612 1.01794 2.91439
H 2.23085 1.90271 1.54353
H 1.13030 1.02830 2.62801
H -0.27095 2.97549 1.72127
C 3.31795 1.49662 -1.47343
C 4.16630 2.39790 -2.36494
C 3.59126 2.69681 -3.74289
C 4.24936 3.76809 -1.62783
C 5.22588 3.85033 -0.47804
C 6.61763 3.45904 -0.93538
C 6.66973 2.09660 -1.61441
C 8.01500 1.96539 -2.35149
C 6.65396 1.03884 -0.50862
N 5.57260 2.01091 -2.58548
O 5.61703 0.76476 -3.27461
H 2.24584 1.68116 -1.56937
H 3.47495 0.43954 -1.70665
H 3.54126 1.64254 -0.41643
H 2.61812 3.19348 -3.74423
H 4.19424 3.39493 -4.32695
H 3.49947 1.78850 -4.34154
H 4.38578 4.60760 -2.32000
H 3.28841 4.05208 -1.17646
H 5.26875 4.83332 -0.00440
H 4.78469 3.21114 0.29779
H 7.26594 3.47614 -0.05142
H 6.97662 4.34457 -1.47186
H 8.06550 2.73498 -3.12508
H 8.13455 0.96624 -2.76629
H 8.83764 2.17914 -1.66872
H 5.81795 1.19403 0.17315
H 7.65826 0.98546 -0.09328
H 6.47855 0.04977 -0.94465
H 5.99210 1.00900 -4.12799
C -0.97688 -0.70980 -6.40590
C -0.23846 -2.05949 -6.32962
C -1.13944 -3.19258 -6.76682
C 0.98044 -2.16646 -7.30020
C 2.15583 -1.26135 -6.88368
C 2.53568 -1.62271 -5.44777
C 1.41976 -1.62563 -4.41922
C 1.91054 -2.40037 -3.17442
C 1.12756 -0.15523 -4.03880
N 0.29140 -2.39914 -4.98986
O -0.74857 -2.52672 -4.01627
H -0.94860 -0.04385 -5.54800
H -0.52406 -0.22039 -7.27483
H -2.02440 -0.78255 -6.70818
H -1.93144 -3.24322 -6.00882
H -1.71181 -2.99587 -7.67494
H -0.64032 -4.15717 -6.81418
H 1.35429 -3.18575 -7.21640
H 0.64749 -1.96715 -8.31858
H 2.99914 -1.62717 -7.47840
H 2.06980 -0.19772 -7.10329
H 3.40056 -1.02639 -5.14030
H 2.96790 -2.63119 -5.45700
H 2.98143 -2.56630 -3.26662
H 1.39769 -3.35787 -3.11934
H 1.62111 -1.85136 -2.27723
H 1.88560 0.24027 -3.35817
H 0.26560 -0.21378 -3.35967
H 1.04370 0.53772 -4.86935
H -0.95514 -1.59337 -3.83748
C -3.27984 -4.82928 0.10828
C -2.22061 -5.92566 0.32146
C -2.55003 -6.59648 1.64483
C -2.51950 -6.85735 -0.87518
C -1.44164 -7.94129 -1.03590
C -0.09644 -7.24056 -1.20314
C 0.32683 -6.19302 -0.09086
C 0.99693 -6.91895 1.06414
C 1.32886 -5.32912 -0.87329
N -0.86971 -5.38253 0.18170
O -0.67215 -4.23788 1.00599
H -4.31133 -5.13499 0.28399
H -3.12803 -3.92356 0.70696
H -3.29936 -4.39648 -0.89716
H -2.02244 -7.54297 1.78307
H -2.39383 -5.94467 2.50604
H -3.60419 -6.85982 1.55024
H -3.55442 -7.20036 -0.90797
H -2.42793 -6.27965 -1.80124
H -1.42126 -8.51056 -0.10308
H -1.73017 -8.49509 -1.92789
H -0.05874 -6.75822 -2.17992
H 0.62987 -8.05693 -1.26386
H 1.36353 -6.20848 1.81360
H 1.78445 -7.59465 0.74060
H 0.29121 -7.48994 1.67699
H 1.56065 -4.39818 -0.34684
H 0.88599 -4.92633 -1.78392
H 2.18022 -5.97113 -1.09094
H -0.69309 -4.68907 1.87070
C -6.67128 3.40975 -0.85224
C -5.62763 2.82541 0.12086
C -4.17106 2.98294 -0.34219
C -5.83364 3.62818 1.42748
C -5.25434 2.89055 2.67963
C -5.81623 1.50887 2.76703
C -5.55422 0.62365 1.51485
C -4.11652 0.11209 1.51560
C -6.51616 -0.54622 1.67052
N -6.02152 1.42359 0.36717
O -5.80995 0.64236 -0.82121
H -7.68670 3.19270 -0.53208
H -6.47388 4.48267 -0.84761
H -6.56818 2.97240 -1.84678
H -3.40250 2.42691 0.18462
H -4.18645 2.77126 -1.41881
H -3.88709 4.03585 -0.30828
H -5.54325 4.67397 1.36664
H -6.88498 3.60453 1.73679
H -4.16076 2.87202 2.60130
H -5.55266 3.53738 3.50693
H -6.90561 1.62699 2.69111
H -5.58682 0.97184 3.68711
H -3.40142 0.74187 2.05484
H -3.75505 0.06848 0.48567
H -3.94065 -0.88458 1.92636
H -7.55697 -0.41564 1.37621
H -6.50374 -1.07682 2.62392
H -6.15298 -1.28457 0.94120
H -4.93030 0.93853 -1.11123
O -1.02966 0.91989 4.25306
C -2.07049 0.61083 5.17358
C -2.55185 -0.79437 4.86796
O -1.72188 -1.80498 5.49279
H -0.47667 1.63125 4.60016
H -1.65534 0.68764 6.18021
H -2.87489 1.32589 4.97090
H -2.67422 -0.99174 3.80106
H -3.55586 -0.94528 5.28040
H -2.21454 -2.05975 6.27599
O 0.10827 -3.99917 4.11532
C 1.27969 -3.34724 3.66063
C 1.73701 -2.29035 4.70322
O 0.90825 -1.16112 4.79795
H -0.62086 -3.39090 4.27309
H 2.05906 -4.10471 3.54505
H 1.11886 -2.96779 2.64515
H 2.69526 -1.85500 4.40362
H 1.75562 -2.89437 5.62396
H -0.03748 -1.36466 4.99208
O -1.49284 0.63094 -1.11908
C -0.31565 0.13503 -0.45384
C -0.76759 -0.87507 0.58790
O -1.45564 -1.82820 -0.23301
H -2.05347 -0.16554 -1.12772
H 0.39080 -0.34312 -1.13914
H 0.25599 0.99650 -0.09386
H -1.40166 -0.54618 1.41107
H 0.05547 -1.43848 1.03973
H -1.17252 -2.73904 -0.07946
O -0.29329 2.66503 -3.82581
C 0.16074 3.65605 -2.92345
C -1.00990 4.23043 -2.15080
O -1.22930 3.40854 -0.98515
H -0.80049 2.00795 -3.33176
H 0.90092 3.35041 -2.18118
H 0.54286 4.53710 -3.44832
H -1.91965 4.18219 -2.75346
H -0.76927 5.18650 -1.68781
H -1.26452 2.46372 -1.19164
```

The structure (SMILES) is CC1(C)CCCC(C)(C)N1O.CC1(C)CCCC(C)(C)N1O.CC1(C)CCCC(C)(C)N1O.CC1(C)CCCC(C)(C)N1O.CC1(C)CCCC(C)(C)N1O.OCCO.OCCO.OCCO.OCCO. Its spin multiplicity is 1. The HOMO energy is -8.23 eV. As for the strongest force on any atom: 0.05335 hartree/bohr. As for the HOMO-LUMO gap: 8.45 eV. For the LUMO energy, the calculation gives 0.2223 eV. For the molar mass, the calculation gives 1034.6 g/mol. The energy above the lowest of the compared OMol25 structures with the same formula, charge and spin comes out at 253.4 kJ/mol.

Entry 2:
DFT (the ωB97M-V functional and the def2-TZVPD basis) results for C71H64ClGe2IrN3O4S4 as an isolated structure at a distorted geometry.

Structure (XYZ):
```
150
C71H64ClGe2IrN3O4S4, DFT the ωB97M-V functional and the def2-TZVPD basis
Ir -2.07674 1.14341 0.90631
O -7.68509 4.41231 3.14741
C -6.64504 4.32262 3.83803
O -6.22890 4.90004 4.86849
C -5.61679 3.25876 3.27060
C -4.39907 3.06288 3.90739
C -3.46999 2.22927 3.31933
N -3.75484 1.58135 2.18552
C -4.92461 1.75488 1.56027
C -5.88917 2.58627 2.08660
C -4.98473 1.06905 0.26596
C -6.01232 1.20471 -0.64368
C -5.89362 0.59152 -1.87947
C -4.77265 -0.18087 -2.16184
C -3.79324 -0.29053 -1.19837
N -3.90030 0.32908 -0.01545
C -2.07644 2.05660 3.73109
C -1.45235 2.80257 4.70780
C -0.07383 2.70474 4.83985
C 0.63104 1.81897 4.04144
C -0.06821 1.03953 3.14388
N -1.39213 1.17530 2.98070
H -4.21628 3.59990 4.82988
H -6.83946 2.77427 1.60265
H -6.87229 1.81784 -0.40975
H -6.66779 0.72712 -2.62409
H -4.64935 -0.67867 -3.11507
H -2.89572 -0.87941 -1.35563
H -2.02243 3.49537 5.31165
H 0.44259 3.32768 5.56165
H 1.70981 1.72425 4.08933
H 0.43118 0.30417 2.52896
Cl -2.60194 8.37284 -1.84455
C -2.68582 6.69837 -1.37837
C -3.47345 5.80565 -2.13035
C -3.58047 4.49277 -1.75825
C -2.93232 3.98468 -0.59767
O -3.17300 2.76647 -0.22694
C -2.07792 4.88924 0.08858
C -1.29599 4.46840 1.19891
O -1.19250 3.32728 1.65409
C -1.98408 6.23951 -0.30896
H -3.97782 6.16810 -3.01746
H -4.18221 3.79460 -2.33503
H -0.70423 5.26650 1.68383
H -1.33098 6.91185 0.24159
C -2.08135 -0.63869 -6.56047
C -0.87284 -0.19140 -5.77304
C -0.74300 1.12736 -5.35750
C 0.37983 1.56827 -4.66603
C 0.55047 3.04282 -4.37294
C 1.37938 0.63943 -4.33151
C 1.27547 -0.69267 -4.74875
C 2.32971 -1.72836 -4.42469
C 0.15305 -1.08023 -5.47245
C 2.57816 1.13988 -3.59287
C 3.68053 1.58921 -4.31721
C 4.77666 2.13391 -3.66815
C 4.77800 2.25349 -2.28731
C 3.69531 1.81011 -1.53087
C 2.60376 1.21499 -2.19110
Ge 1.16693 0.36691 -1.14239
S -0.57410 1.68634 -0.82516
S 0.35550 -1.59599 -1.87941
Ge 0.26330 -1.94992 0.35094
S -1.67941 -1.23586 1.11813
S 1.87158 -0.44971 0.82724
C 0.71580 -3.79303 0.89663
C 0.58963 -4.85895 -0.01973
C 1.04203 -6.12446 0.34583
C 1.60166 -6.35805 1.58421
C 1.69356 -5.32558 2.49664
C 1.24049 -4.04476 2.18816
C 1.37934 -3.05817 3.31318
C 0.36731 -2.93342 4.27926
C -0.95166 -3.67047 4.18839
C 0.61990 -2.17370 5.42294
C 1.84638 -1.56448 5.64512
C 2.13183 -0.85883 6.94834
C 2.82848 -1.68016 4.66565
C 2.62368 -2.42858 3.51257
C 3.74629 -2.60881 2.51804
C -0.04970 -4.77431 -1.37379
C -1.44352 -4.74781 -1.49891
C -2.38029 -4.71731 -0.30850
C -2.01129 -4.81193 -2.77376
C -1.23913 -4.92379 -3.91495
C -1.87326 -5.08524 -5.27534
C 0.14918 -4.92132 -3.77191
C 0.75521 -4.84838 -2.52747
C 2.26136 -4.82116 -2.42606
C 3.76052 1.96939 -0.04056
C 3.21908 3.09740 0.59092
C 2.57502 4.23580 -0.16872
C 3.34182 3.21366 1.97995
C 4.01383 2.26868 2.73719
C 4.21958 2.45147 4.22296
C 4.55481 1.16048 2.08701
C 4.44186 0.99605 0.71677
C 5.02727 -0.22383 0.04597
H -2.75369 0.19780 -6.75751
H -2.63967 -1.40548 -6.01746
H -1.78195 -1.06693 -7.52038
H -1.52461 1.84542 -5.60030
H -0.27129 3.61644 -4.80297
H 1.48993 3.41376 -4.79146
H 0.57075 3.25448 -3.30535
H 3.11578 -1.32974 -3.78767
H 2.79201 -2.10394 -5.34187
H 1.86997 -2.57504 -3.90901
H 0.08466 -2.11329 -5.80466
H 3.65604 1.52789 -5.40004
H 5.62652 2.48661 -4.24313
H 5.61992 2.71090 -1.77821
H 0.92924 -6.93830 -0.36181
H 1.94973 -7.35025 1.84623
H 2.11320 -5.50260 3.48144
H -1.05772 -4.21613 3.25218
H -1.78536 -2.97207 4.26991
H -1.03516 -4.38861 5.00967
H -0.16107 -2.09282 6.17962
H 1.21817 -0.46132 7.39295
H 2.84250 -0.03841 6.81492
H 2.57374 -1.55829 7.66355
H 3.79880 -1.20763 4.82000
H 4.58604 -1.95406 2.76133
H 3.41715 -2.37744 1.50276
H 4.10381 -3.64246 2.51771
H -1.85193 -4.78005 0.64120
H -3.08149 -5.55319 -0.36066
H -2.96808 -3.79485 -0.30377
H -3.09745 -4.80478 -2.86141
H -2.95859 -4.98589 -5.21948
H -1.64737 -6.07225 -5.68868
H -1.49577 -4.34416 -5.98044
H 0.77574 -4.99456 -4.66037
H 2.71109 -4.79496 -3.41881
H 2.64943 -5.69526 -1.90135
H 2.59270 -3.93672 -1.87187
H 2.59420 4.08244 -1.24545
H 3.09568 5.17312 0.05014
H 1.53567 4.35400 0.13205
H 2.91026 4.08743 2.46935
H 3.62759 3.28492 4.60778
H 5.27019 2.66491 4.43560
H 3.95782 1.54373 4.77760
H 5.07978 0.40384 2.66923
H 5.46746 -0.89731 0.78252
H 5.79991 0.05383 -0.67416
H 4.25319 -0.77034 -0.50081
```

Its spin multiplicity is 2. The HOMO energy (spin up / spin down) is -8.04 / -8.04 eV. As for the strongest force on any atom: 0.05150 hartree/bohr. As for the HOMO-LUMO gap (spin up / spin down): 6.06 / 6.19 eV. For the LUMO energy (spin up / spin down), the calculation gives -1.9811 / -1.8518 eV. For the molar mass, the calculation gives 1524.5 g/mol. The energy above the lowest of the compared OMol25 structures with the same formula, charge and spin comes out at 163.2 kJ/mol.

Entry 3:
DFT (the ωB97M-V functional and the def2-TZVPD basis) results for C24H25HfN7O4S2 as an isolated structure at a distorted geometry.

Structure (XYZ):
```
63
C24H25HfN7O4S2, DFT the ωB97M-V functional and the def2-TZVPD basis
Hf 7.30361 -10.49531 14.37470
O 8.93968 -9.92735 15.67410
C 9.15150 -10.06362 16.88376
C 8.29027 -10.75393 17.80969
C 8.73797 -10.83576 19.13369
C 8.02166 -11.54921 20.04617
C 6.82280 -12.15653 19.71717
C 6.39007 -12.07592 18.42399
C 7.09007 -11.36957 17.38690
O 6.65449 -11.27222 16.17062
N 8.50318 -11.59624 21.43454
O 7.78791 -12.11170 22.26618
O 9.60261 -11.13629 21.64790
H 10.12028 -9.67168 17.22161
H 9.63989 -10.36665 19.44867
H 6.23151 -12.67356 20.45006
H 5.43147 -12.55734 18.19106
S 6.36431 -12.46896 13.04595
C 8.03039 -12.47007 12.50016
S 9.28987 -11.98685 13.61743
C 8.28345 -12.73091 11.19411
C 9.59138 -12.68032 10.64753
N 10.62613 -12.55323 10.16160
C 7.22690 -13.04895 10.31296
N 6.36570 -13.28666 9.58774
C 8.06760 -7.06762 15.01713
C 6.61430 -7.46384 15.02599
C 5.52626 -6.67413 15.29219
C 4.35867 -7.51665 15.24557
C 4.81182 -8.79141 14.97450
C 4.08906 -10.06845 14.75830
N 6.19149 -8.76729 14.80966
H 8.12406 -5.98251 14.93943
H 8.63758 -7.51822 14.21935
H 8.56435 -7.33478 15.94528
H 5.57735 -5.64074 15.58156
H 3.33850 -7.20850 15.40372
H 3.02679 -9.89387 14.79105
H 4.28037 -10.80820 15.52336
H 4.29049 -10.53574 13.77633
C 11.49743 -7.88608 10.69977
C 11.56288 -8.96294 11.74885
N 10.30283 -8.99888 12.47755
C 9.07006 -8.87101 11.85043
N 7.96987 -9.21437 12.53445
C 6.70227 -8.99827 11.82895
C 6.72100 -7.78685 10.91235
C 7.81870 -8.07786 9.90411
N 9.05470 -8.30824 10.61328
C 10.26539 -8.12822 9.82802
H 12.36307 -7.88365 10.06912
H 11.47315 -6.89431 11.16486
H 12.36382 -8.73109 12.42979
H 11.79920 -9.92652 11.30595
H 10.23088 -9.69618 13.21271
H 5.90876 -8.83799 12.55781
H 6.43150 -9.87386 11.23764
H 6.93094 -6.84064 11.43149
H 5.80929 -7.66430 10.33127
H 7.96479 -7.23225 9.23604
H 7.56128 -8.97615 9.32874
H 10.06992 -7.29697 9.15326
H 10.42808 -9.02435 9.20090
```

Its spin multiplicity is 1. The HOMO energy is -7.83 eV. As for the strongest force on any atom: 0.02980 hartree/bohr. As for the HOMO-LUMO gap: 6.27 eV. For the LUMO energy, the calculation gives -1.5620 eV. For the molar mass, the calculation gives 718.1 g/mol. The energy above the lowest of the compared OMol25 structures with the same formula, charge and spin comes out at 1.3 kJ/mol.